No. 1
Entry from OMol25: the molecule C5H11N at a distorted geometry (the ωB97M-V functional and the def2-TZVPD basis).

Last column: Mulliken charge in e.
Positions of all 17 atoms, in Å:
C -0.093 -2.070 0.025  -0.768
C 0.569 -0.940 -0.234  0.661
C 0.815 -0.510 -1.649  -1.162
C 0.678 0.128 0.809  -0.837
C -0.174 1.401 0.638  -0.432
N -1.571 1.082 0.913  -0.513
H -0.745 -2.452 -0.760  0.216
H -0.267 -2.476 1.012  0.301
H 0.061 -0.936 -2.317  0.310
H 0.735 0.567 -1.796  0.277
H 1.800 -0.801 -2.016  0.290
H 0.518 -0.162 1.847  0.360
H 1.717 0.514 0.833  0.287
H -0.067 1.846 -0.352  0.263
H 0.215 2.133 1.344  0.377
H -2.144 1.059 0.082  0.194
H -2.046 1.616 1.621  0.176

Forces on the atoms, in the same order (eV/Å):
C -0.68 0.27 -0.36
C -1.61 0.47 0.40
C -0.35 0.21 -0.45
C 2.55 1.04 0.62
C -0.58 -0.66 -0.03
N -0.36 -0.09 -0.24
H 0.82 -0.82 -0.19
H -0.08 0.39 0.17
H 0.16 -0.24 -0.01
H 0.13 0.07 0.18
H 0.03 -0.10 0.10
H -0.28 -0.67 -0.16
H -0.05 -0.10 -0.15
H 0.10 -0.03 -0.07
H -0.10 0.02 0.10
H 0.05 0.01 0.09
H 0.25 0.23 0.00

## Properties
- Total charge: 0
- Frontier orbital gap: 9.8298 eV
- E_LUMO: 1.0820 eV
- Energy relative to the best compared isomer or geometry (same formula, charge and spin): 30.4 kcal per mole
- E_tot: -6852.208 eV
- SMILES string: C=C(C)CCN

No. 2
Entry from OMol25: a cluster of 2 separate species, C4H12N2O in total at a distorted geometry (the ωB97M-V functional and the def2-TZVPD basis).

Last column: Mulliken charge in e.
Positions of all 19 atoms, in Å:
C 1.144 -1.001 1.353  -0.788
C 1.394 0.476 1.023  -0.768
C 0.501 0.979 -0.063  0.199
N -0.810 1.424 0.291  -0.541
C 0.825 0.697 -1.364  -0.319
N 0.105 -0.341 -2.048  -0.376
H 1.626 -1.357 2.264  0.383
H 0.066 -1.151 1.505  -0.001
H 1.382 -1.734 0.591  0.323
H 1.331 1.048 1.962  0.336
H 2.434 0.590 0.701  0.327
H -1.527 0.937 -0.247  0.254
H -1.096 1.194 1.239  0.315
H 1.882 0.726 -1.605  0.286
H 0.275 -0.311 -3.048  0.202
H -0.863 -0.470 -1.802  0.144
O -2.437 -1.381 0.554  -0.628
H -2.718 -1.556 -0.340  0.307
H -1.572 -1.799 0.669  0.345

Forces on the atoms, in the same order (eV/Å):
C -1.07 -0.39 0.10
C 1.32 1.07 0.56
C -0.77 0.37 -0.70
N -0.30 -1.41 0.15
C 0.08 -1.58 1.87
N 0.48 1.16 -1.17
H 0.13 0.38 0.05
H 0.12 0.14 0.28
H 0.39 0.27 -0.55
H -0.20 0.00 -0.15
H 0.00 -0.02 -0.05
H 0.03 0.45 -0.27
H 0.47 0.04 0.14
H 0.11 -0.57 -0.01
H -0.60 -0.09 0.02
H -0.09 0.25 -0.16
O 0.26 0.15 0.51
H -0.06 -0.28 -0.39
H -0.30 0.05 -0.23

## Properties
- Total charge: 0
- Frontier orbital gap: 7.3162 eV
- E_LUMO: 0.6133 eV
- Energy relative to the best compared isomer or geometry (same formula, charge and spin): 66.7 kcal per mole
- E_tot: -9368.302 eV
- SMILES string: CC/C(N)=C/N.O